1.
{
  "formula": "C4H10N2O",
  "method": "wB97M-V/def2-TZVPD",
  "energy_ev": -9332.422,
  "orbital_gap_ha": [0.2596, 0.2595],
  "lumo_energy_ev": [0.07, 0.07],
  "spin_multiplicity": 1,
  "e_above_lowest_kj_mol": 633.47,
  "elements": ["C", "C", "C", "N", "N", "C", "O", "H", "H", "H", "H", "H", "H", "H", "H", "H", "H"],
  "coordinates": [[1.096, -0.194, -0.953], [-1.920, 1.017, -0.112], [2.080, 0.569, -0.140], [-0.576, 0.625, 0.239], [-0.418, -0.798, 0.011], [-0.552, -1.376, 1.348], [-0.381, -2.570, 1.495], [-0.896, -1.295, -0.743], [-0.673, -0.694, 2.206], [1.402, -1.219, -1.151], [0.682, 0.307, -1.819], [-2.652, 0.559, 0.580], [-2.236, 0.731, -1.132], [-1.988, 2.105, -0.046], [3.083, 0.387, -0.548], [2.084, 0.213, 0.893], [1.865, 1.633, -0.128]]
}


2.
{
  "formula": "C2HNO4",
  "method": "wB97M-V/def2-TZVPD",
  "energy_ev": -11762.853,
  "orbital_gap_ha": [0.3272, 0.3197],
  "lumo_energy_ev": [-0.69, -0.77],
  "spin_multiplicity": 1,
  "e_above_lowest_kj_mol": 620.01,
  "elements": ["C", "C", "N", "O", "O", "O", "O", "H"],
  "coordinates": [[-1.202, -0.899, 0.315], [-0.480, -0.176, -0.639], [1.497, 0.713, 0.237], [2.270, 0.903, -0.657], [-1.563, -1.834, 0.842], [1.293, 0.848, 1.348], [-1.331, 0.417, 0.320], [-0.484, 0.028, -1.766]]
}


3.
{
  "formula": "H2N2O3S",
  "method": "wB97M-V/def2-TZVPD",
  "energy_ev": -19986.324,
  "orbital_gap_ha": [0.3092, 0.3091],
  "lumo_energy_ev": [-1.05, -1.05],
  "spin_multiplicity": 1,
  "e_above_lowest_kj_mol": 151.03,
  "elements": ["N", "N", "O", "O", "O", "S", "H", "H"],
  "coordinates": [[-0.701, -1.084, 0.581], [-0.141, -0.102, 0.239], [-3.491, -0.727, -0.750], [-2.046, 1.218, 0.036], [1.191, -0.130, -0.099], [-2.837, -0.061, 0.349], [-1.036, 1.117, 0.005], [1.563, -1.051, -0.089]]
}